93
Properties=species:S:1:pos:R:3:mulliken_charge:R:1 method="wB97M-V/def2-TZVPD" orbital_gap_ev=8.73 charge=0 smiles="NC(N)=O.NC(N)=O.NC(N)=O.NC(N)=O.NC(N)=O.NC(N)=O.CCO.CCO.CCO.CCO.CCO" e_above_lowest_kj_mol=399.67
C 3.80 0.72 2.94 0.537
O 4.67 1.58 3.21 -0.756
N 2.61 0.89 2.41 -0.088
N 4.04 -0.54 2.93 -0.328
H 2.44 1.82 2.05 0.008
H 2.03 0.09 2.20 0.335
H 3.33 -1.22 2.67 0.378
H 4.93 -0.82 3.31 0.169
C 2.99 -3.55 -1.23 0.633
O 3.03 -4.29 -0.29 -0.704
N 3.38 -3.78 -2.50 -0.319
N 2.39 -2.44 -1.15 0.422
H 3.88 -4.64 -2.71 0.212
H 3.18 -3.09 -3.20 0.100
H 1.84 -2.14 -0.36 -0.386
H 2.49 -1.82 -1.94 -0.068
C -3.10 3.40 -0.86 0.717
O -3.28 2.38 -1.42 -0.757
N -2.24 4.34 -1.40 -0.459
N -3.72 3.81 0.18 -0.358
H -2.01 5.00 -0.67 0.165
H -1.63 4.07 -2.16 0.226
H -3.28 4.54 0.72 0.200
H -4.40 3.18 0.59 0.225
C 0.69 3.41 -3.09 0.374
O 1.32 3.54 -2.04 -0.566
N 0.50 4.35 -4.03 -0.396
N 0.12 2.35 -3.52 -0.086
H -0.26 4.14 -4.66 0.153
H 0.87 5.28 -3.91 0.248
H 0.24 1.47 -3.03 0.039
H -0.59 2.25 -4.22 0.216
C -5.07 -0.88 -0.47 0.575
O -5.51 -1.86 0.09 -0.702
N -5.14 0.31 0.05 -0.230
N -4.49 -0.83 -1.66 -0.272
H -5.79 0.49 0.81 0.203
H -4.73 1.09 -0.45 0.116
H -4.56 -1.62 -2.28 0.211
H -4.26 0.09 -2.01 0.123
C 0.95 -2.75 2.37 0.376
O 1.76 -1.91 2.01 -0.522
N 0.63 -3.70 1.52 -0.220
N 0.11 -2.56 3.28 -0.192
H 1.19 -3.79 0.69 -0.097
H -0.16 -4.29 1.76 0.207
H -0.65 -3.21 3.15 0.063
H 0.11 -1.67 3.75 0.239
C -3.01 -0.22 3.82 -0.957
C -3.39 -1.56 3.28 0.358
O -3.24 -2.54 4.30 -0.574
H -2.04 -0.29 4.32 0.217
H -3.74 0.09 4.58 0.383
H -2.99 0.56 3.06 0.142
H -2.74 -1.80 2.44 -0.141
H -4.44 -1.46 3.00 0.269
H -2.65 -3.28 4.17 0.330
C 2.68 4.81 3.04 -1.189
C 2.60 4.32 1.56 -0.350
O 1.42 3.50 1.28 -0.520
H 2.53 3.85 3.54 0.271
H 1.87 5.52 3.21 0.330
H 3.56 5.31 3.46 0.353
H 3.55 3.83 1.34 0.305
H 2.51 5.22 0.95 0.524
H 1.25 3.73 0.36 0.228
C 2.78 0.91 -1.15 -0.216
C 3.09 0.70 -2.60 -0.892
O 2.34 -0.27 -3.16 -0.558
H 2.81 1.96 -0.85 0.276
H 3.39 0.39 -0.41 0.573
H 1.73 0.72 -0.95 -0.318
H 4.12 0.49 -2.88 0.411
H 2.95 1.65 -3.12 0.332
H 2.70 -0.40 -4.05 0.267
C -1.04 -4.16 -1.77 -0.583
C -0.09 -5.21 -2.20 -0.118
O -0.09 -5.51 -3.61 -0.564
H -1.25 -4.11 -0.70 0.262
H -1.96 -4.28 -2.35 0.389
H -0.62 -3.17 -1.95 0.003
H -0.27 -6.15 -1.68 0.312
H 0.96 -5.01 -1.94 0.086
H 0.47 -6.28 -3.71 0.324
C -0.91 0.34 0.81 0.393
C -1.22 -0.46 -0.41 0.685
O -1.30 0.49 -1.51 -0.433
H 0.00 0.93 0.72 -0.338
H -0.67 -0.32 1.65 -0.141
H -1.72 1.02 1.05 0.063
H -2.16 -1.00 -0.34 0.188
H -0.45 -1.19 -0.67 -0.591
H -2.01 1.11 -1.35 0.246

---

98
Properties=species:S:1:pos:R:3:mulliken_charge:R:1 method="wB97M-V/def2-TZVPD" orbital_gap_ev=8.65 charge=0 smiles="NC(N)=O.NC(N)=O.NC(N)=O.NC(N)=O.NC(N)=O.NC(N)=O.OCCO.OCCO.OCCO.OCCO.OCCO" e_above_lowest_kj_mol=52.99
C 4.10 1.44 -4.52 -0.803
C 2.99 1.60 -3.51 -0.005
O 3.48 1.95 -2.23 -0.702
O 5.04 0.45 -4.13 -0.499
H 4.55 2.43 -4.68 0.329
H 3.72 1.17 -5.50 0.325
H 2.51 0.61 -3.45 0.218
H 2.17 2.20 -3.90 0.386
H 2.89 2.59 -1.77 0.286
H 5.87 0.85 -3.85 0.318
C -2.64 -2.71 3.97 0.106
C -1.63 -1.69 4.51 -0.424
O -1.61 -1.72 5.94 -0.555
O -3.96 -2.42 4.42 -0.527
H -2.35 -3.70 4.32 0.260
H -2.64 -2.67 2.88 0.052
H -1.76 -0.70 4.07 0.333
H -0.61 -2.00 4.28 0.124
H -2.32 -1.14 6.23 0.342
H -3.97 -1.82 5.18 0.278
C -2.54 -2.04 -3.28 0.683
C -3.26 -3.38 -3.32 -0.848
O -2.34 -4.49 -3.35 -0.520
O -2.08 -1.62 -4.57 -0.621
H -1.66 -2.04 -2.62 -0.091
H -3.22 -1.22 -3.02 -0.057
H -3.73 -3.44 -4.31 0.504
H -4.12 -3.45 -2.66 0.320
H -2.24 -4.64 -4.29 0.297
H -1.25 -2.03 -4.83 0.316
C 1.51 4.71 -1.78 -0.568
C 2.27 5.37 -2.90 -0.194
O 3.16 6.36 -2.40 -0.538
O 2.43 4.06 -0.91 -0.742
H 0.82 3.99 -2.21 0.267
H 0.90 5.40 -1.19 0.438
H 1.60 5.92 -3.57 0.411
H 2.81 4.63 -3.50 0.086
H 3.56 6.86 -3.11 0.297
H 3.05 4.73 -0.57 0.305
C -1.56 -5.33 -0.44 -0.392
C -0.95 -3.94 -0.42 -0.101
O 0.28 -3.80 0.30 -0.590
O -1.75 -5.77 0.90 -0.570
H -0.99 -6.03 -1.06 0.259
H -2.53 -5.32 -0.94 0.256
H -1.72 -3.22 -0.17 0.132
H -0.63 -3.71 -1.44 0.290
H 0.04 -3.61 1.22 0.294
H -0.88 -5.71 1.31 0.343
C 4.39 -1.48 -0.50 0.519
O 4.31 -2.32 0.40 -0.683
N 5.27 -1.63 -1.54 -0.307
N 3.61 -0.37 -0.61 -0.006
H 5.40 -0.90 -2.22 0.170
H 5.76 -2.50 -1.60 0.184
H 2.92 -0.30 0.11 0.016
H 3.73 0.39 -1.27 0.335
C -3.49 1.44 -1.96 0.585
O -2.29 1.17 -1.80 -0.646
N -4.06 1.61 -3.20 -0.485
N -4.39 1.53 -0.95 -0.290
H -3.46 1.37 -3.96 0.282
H -5.05 1.45 -3.24 0.194
H -4.07 1.39 0.00 0.056
H -5.38 1.65 -1.05 0.194
C -5.28 1.16 2.65 0.589
O -5.54 2.20 3.24 -0.679
N -3.99 0.70 2.58 -0.100
N -6.21 0.34 2.06 -0.365
H -3.81 -0.19 2.15 -0.005
H -3.28 1.33 2.89 0.121
H -7.15 0.64 2.24 0.241
H -5.85 -0.49 1.63 0.190
C 2.86 3.78 2.44 0.501
O 2.83 4.91 1.90 -0.738
N 2.59 2.73 1.61 -0.120
N 3.06 3.52 3.75 -0.312
H 2.58 1.81 2.02 0.156
H 2.31 3.03 0.69 0.194
H 3.09 4.28 4.39 0.206
H 3.01 2.53 4.00 0.407
C 2.99 -0.43 3.90 0.698
O 3.06 0.75 4.27 -0.854
N 3.74 -1.39 4.51 -0.440
N 2.13 -0.93 2.96 0.109
H 3.72 -2.34 4.18 0.164
H 4.28 -1.04 5.28 0.238
H 1.25 -0.43 2.79 0.106
H 2.30 -1.86 2.62 0.148
C -0.74 -0.09 0.95 0.292
O -0.38 -0.48 2.07 -1.092
N -1.40 1.08 0.72 0.019
N -0.43 -0.75 -0.20 0.046
H -1.75 1.24 -0.24 0.206
H -1.26 1.85 1.35 0.235
H 0.02 -1.65 -0.14 0.088
H -0.73 -0.29 -1.04 0.127

---

83
Properties=species:S:1:pos:R:3:mulliken_charge:R:1 method="wB97M-V/def2-TZVPD" orbital_gap_ev=9.37 charge=0 smiles="NC(N)=O.CCO.CCO.CCO.CCO.CCO.CO.CO.CO.CO.CO" e_above_lowest_kj_mol=235.89
C 0.19 -2.35 5.38 -1.001
C 1.42 -2.26 4.53 -0.155
O 1.33 -1.13 3.73 -0.459
H 0.16 -3.32 5.98 0.376
H -0.63 -2.31 4.73 0.231
H 0.15 -1.49 6.10 0.206
H 1.41 -3.15 3.91 0.203
H 2.35 -2.46 5.10 0.418
H 0.82 -1.33 2.92 0.149
C -4.09 1.44 -1.08 -1.243
C -2.85 1.68 -1.97 -0.067
O -1.75 1.38 -1.21 0.473
H -4.98 1.94 -1.53 0.392
H -3.95 1.95 -0.08 0.137
H -4.27 0.39 -0.77 0.332
H -2.83 2.81 -2.13 0.190
H -2.87 1.16 -2.91 0.322
H -0.99 1.56 -1.78 -0.618
C -0.43 3.63 -3.34 -1.071
C 0.76 2.69 -3.18 -0.553
O 0.40 1.38 -2.87 -0.337
H -0.89 3.91 -2.42 0.157
H -1.15 3.11 -3.96 0.285
H -0.15 4.57 -3.89 0.428
H 1.42 3.12 -2.46 0.382
H 1.19 2.62 -4.16 0.536
H 0.08 1.04 -3.75 0.229
C -3.34 1.83 3.89 -1.343
C -1.86 1.58 4.10 0.210
O -1.65 0.21 3.92 -0.566
H -3.50 2.88 3.62 0.255
H -3.88 1.64 4.84 0.369
H -3.71 1.28 3.07 0.312
H -1.57 1.88 5.13 0.525
H -1.29 2.19 3.29 0.005
H -1.01 -0.10 4.61 0.160
C 2.84 -0.57 -2.66 -0.267
C 3.93 -1.47 -3.26 -0.548
O 4.97 -0.73 -3.73 -0.518
H 1.88 -1.09 -2.64 0.328
H 2.64 0.31 -3.29 0.354
H 3.09 -0.13 -1.74 0.087
H 3.38 -2.03 -4.09 0.215
H 4.28 -2.24 -2.53 0.277
H 5.75 -1.31 -3.84 0.339
C -0.59 -1.21 0.73 0.607
O -0.02 -2.07 1.62 -0.796
N -0.28 -1.20 -0.53 1.472
N -1.36 -0.21 1.02 0.118
H 0.24 -1.98 -0.87 -0.650
H -0.52 -0.59 -1.31 -0.029
H -1.65 -0.09 2.03 -0.087
H -1.77 0.48 0.37 0.176
C -1.99 3.39 1.11 0.206
O -1.90 4.42 2.11 -0.572
H -2.54 2.42 1.41 -0.352
H -1.04 3.19 0.64 -0.033
H -2.58 3.86 0.33 0.331
H -2.65 4.54 2.65 0.331
C -1.58 -1.75 -3.60 -0.428
O -0.23 -1.78 -3.95 -0.608
H -1.77 -2.51 -2.86 0.221
H -2.07 -2.01 -4.56 0.319
H -1.88 -0.76 -3.29 0.016
H 0.25 -1.87 -3.09 -0.089
C 0.68 -4.07 -0.58 -1.082
O 1.03 -3.46 -1.78 -0.468
H 1.23 -3.67 0.31 0.218
H 0.92 -5.16 -0.52 0.385
H -0.40 -3.88 -0.39 0.323
H 1.85 -3.90 -2.10 0.278
C 1.53 1.29 0.34 0.753
O 0.94 1.46 1.64 -0.613
H 1.75 0.25 0.18 -0.580
H 2.41 1.85 0.20 0.650
H 0.80 1.58 -0.36 -0.388
H 0.21 0.86 1.56 0.072
C 3.37 -1.88 0.72 0.118
O 4.53 -2.62 1.15 -0.590
H 2.80 -2.34 -0.10 -0.091
H 3.74 -0.94 0.37 0.410
H 2.60 -1.64 1.44 -0.005
H 5.13 -2.75 0.42 0.313